{
  "formula": "C28H74N6O8",
  "method": "ωB97M-V/def2-TZVPD",
  "elements": ["C", "O", "C", "C", "N", "C", "C", "O", "C", "H", "H", "H", "H", "H", "H", "H", "H", "H", "H", "H", "H", "H", "H", "H", "C", "O", "C", "C", "N", "C", "C", "O", "C", "H", "H", "H", "H", "H", "H", "H", "H", "H", "H", "H", "H", "H", "H", "H", "C", "C", "C", "O", "C", "N", "H", "H", "H", "H", "H", "H", "H", "H", "H", "H", "H", "C", "C", "C", "O", "C", "N", "H", "H", "H", "H", "H", "H", "H", "H", "H", "H", "H", "C", "C", "C", "O", "C", "N", "H", "H", "H", "H", "H", "H", "H", "H", "H", "H", "H", "C", "C", "C", "O", "C", "N", "H", "H", "H", "H", "H", "H", "H", "H", "H", "H", "H"],
  "coordinates": [[-5.9101, 0.0413, -0.9847], [-6.5829, -0.0251, 0.2640], [-5.7415, 0.2090, 1.3649], [-6.5799, 0.0906, 2.6227], [-7.8120, 0.8973, 2.6222], [-7.5642, 2.3510, 2.5227], [-6.8696, 2.9045, 3.7434], [-5.4527, 2.7671, 3.5803], [-4.7271, 3.4080, 4.5971], [-6.4981, 0.6661, -1.6629], [-5.8809, -0.9534, -1.4391], [-4.9100, 0.4586, -0.8635], [-5.2438, 1.1793, 1.2770], [-4.9551, -0.5530, 1.4982], [-6.0020, 0.3925, 3.4959], [-6.9329, -0.9310, 2.7746], [-8.3066, 0.6417, 1.7724], [-8.5385, 2.8351, 2.4445], [-6.9666, 2.5705, 1.6305], [-7.1726, 2.4148, 4.6748], [-7.1000, 3.9808, 3.8002], [-4.5811, 4.4680, 4.3349], [-3.7285, 2.9740, 4.6094], [-5.2527, 3.3490, 5.5525], [-2.0455, 2.5707, -0.1858], [-2.8104, 1.6067, 0.4919], [-2.0974, 0.8151, 1.4421], [-0.8974, 0.0166, 0.9232], [0.2715, 0.3939, 1.7048], [1.5016, -0.3177, 1.3629], [2.1595, 0.3706, 0.1454], [3.5680, 0.3824, 0.2510], [4.1651, -0.8762, 0.0768], [-2.0929, 2.3189, -1.2455], [-0.9953, 2.6506, 0.1093], [-2.4730, 3.5530, 0.0398], [-2.8191, 0.1431, 1.9013], [-1.7241, 1.5057, 2.2117], [-0.7659, 0.0000, -0.1594], [-1.0968, -1.0552, 1.1356], [0.1051, 0.3114, 2.6973], [1.3345, -1.3840, 1.0944], [2.2303, -0.4204, 2.1691], [1.9448, 1.4380, 0.1605], [1.6680, -0.0505, -0.7424], [3.9162, -1.4945, 0.9576], [5.2343, -0.7786, -0.0650], [3.7257, -1.4944, -0.7222], [1.4072, 0.6829, -4.0521], [0.1055, 1.4334, -3.9522], [0.3603, 2.8839, -3.5619], [0.5368, 2.9658, -2.1694], [0.5925, 4.3124, -1.7573], [-0.6312, 1.2753, -5.2198], [2.0492, 1.1657, -4.8018], [1.2753, -0.3451, -4.3909], [1.9729, 0.6959, -3.1205], [-0.4812, 0.9414, -3.1697], [-0.5073, 3.4901, -3.8684], [1.2508, 3.2198, -4.1199], [1.4498, 4.7938, -2.2283], [0.5773, 4.3967, -0.6727], [-0.3606, 4.7844, -2.0411], [-1.5410, 1.7204, -5.0955], [-0.1965, 1.8822, -5.9181], [6.9891, 0.4340, -6.7561], [7.7763, 1.3540, -5.8358], [7.0148, 1.5536, -4.5216], [6.8293, 0.2919, -3.9091], [6.0071, 0.3418, -2.7667], [9.1101, 0.8026, -5.6279], [7.5068, 0.2448, -7.6928], [6.0174, 0.8865, -7.0018], [6.6823, -0.5003, -6.2833], [7.7261, 2.3417, -6.3053], [6.0083, 1.9787, -4.6611], [7.5821, 2.2292, -3.8622], [6.4195, 0.9245, -1.9404], [5.7707, -0.6917, -2.5104], [5.0207, 0.7274, -3.0430], [9.6683, 1.4716, -5.0952], [9.0129, 0.0458, -4.9511], [1.2182, -3.4349, -1.6154], [0.2822, -4.4611, -1.0813], [0.7995, -5.8671, -1.4695], [0.5171, -6.1748, -2.7912], [0.6880, -7.5310, -3.0627], [0.1888, -4.3570, 0.3788], [1.2226, -3.4801, -2.7071], [2.2777, -3.5831, -1.3659], [1.0130, -2.4151, -1.2801], [-0.7080, -4.4018, -1.5390], [0.3707, -6.5707, -0.7386], [1.8814, -5.8706, -1.2355], [0.0584, -8.2049, -2.4688], [1.7309, -7.8364, -2.8581], [0.5285, -7.7481, -4.1169], [-0.2031, -5.1894, 0.8004], [1.1161, -4.2164, 0.7643], [1.0888, -2.2463, 5.0831], [0.2903, -0.9283, 5.0518], [-0.7217, -0.7446, 6.1406], [-1.4162, 0.4547, 5.9131], [-2.2981, 0.8084, 6.9676], [1.2317, 0.1737, 4.9033], [1.7661, -2.2593, 4.2339], [0.4328, -3.1097, 5.1560], [1.7540, -2.2692, 5.9633], [-0.1917, -1.1509, 4.0845], [-0.2224, -0.7907, 7.1310], [-1.4426, -1.5775, 6.2474], [-3.2501, 0.2645, 6.8834], [-2.5131, 1.8703, 6.8769], [-1.8764, 0.5777, 7.9512], [1.8987, 0.1156, 5.6717], [0.7888, 1.0775, 5.0443]],
  "forces_ev_per_angstrom": [[-0.443, -0.057, -0.068], [0.083, -0.101, -0.250], [0.215, -0.294, 0.787], [-0.870, 0.515, 0.265], [0.139, 0.438, -0.204], [-0.157, -0.971, 0.198], [0.737, 0.650, -0.404], [-0.418, -0.351, 0.011], [0.135, 0.564, -0.594], [0.101, 0.118, 0.077], [0.281, -0.020, 0.111], [0.057, -0.046, -0.123], [-0.034, 0.008, 0.052], [0.015, 0.007, -0.528], [0.211, -0.164, -0.077], [0.313, -0.142, -0.127], [-0.117, -0.073, 0.128], [0.015, 0.012, -0.138], [-0.027, 0.400, 0.070], [-0.204, -0.049, -0.085], [-0.015, -0.116, 0.195], [-0.189, 0.002, 0.208], [-0.069, -0.217, 0.325], [0.262, -0.141, 0.193], [0.033, 0.371, -0.003], [0.021, -0.973, 0.424], [-0.007, 0.838, -0.272], [-0.349, -1.470, 1.137], [1.097, 0.210, -0.299], [0.001, -0.459, -0.859], [-0.382, 0.630, 1.299], [0.302, -0.402, -1.347], [-0.962, -1.033, 0.722], [0.130, 0.428, -0.126], [-0.006, -0.511, 0.119], [-0.138, 0.021, -0.375], [-0.161, 0.120, -0.089], [0.011, -0.208, 0.103], [0.245, 0.797, 0.009], [-0.169, 0.108, -0.177], [-0.205, -0.014, -0.041], [-0.411, 0.206, 0.000], [-0.280, 0.806, 0.331], [-0.499, -0.064, 0.083], [0.932, -0.071, -0.469], [0.633, 0.060, 0.096], [0.082, 0.091, 0.112], [0.104, 0.578, -0.446], [0.816, -0.096, -0.439], [-0.080, -0.611, -0.016], [-0.440, -0.398, -0.161], [0.262, -0.097, 0.176], [-0.891, -0.048, -0.127], [-0.121, 0.883, 0.158], [-0.047, -0.024, 0.011], [-0.160, 0.002, 0.179], [-0.120, -0.008, 0.125], [-0.185, 0.267, -0.003], [0.115, 0.081, 0.054], [-0.091, 0.280, 0.176], [-0.007, 0.371, 0.220], [0.600, -0.339, 0.060], [0.288, 0.327, -0.336], [-0.038, -0.290, -0.012], [0.164, -0.325, -0.031], [-1.043, 0.006, -0.145], [-1.206, -0.278, 0.224], [-0.307, -0.240, 0.215], [0.457, 0.006, 0.244], [-0.752, -0.483, -0.666], [0.384, 0.541, 0.556], [0.154, -0.069, 0.070], [0.238, 0.188, -0.069], [0.542, -0.126, 0.063], [0.896, -0.014, -0.058], [0.206, 0.233, -0.299], [-0.035, -0.056, 0.016], [0.098, -0.114, 0.033], [0.503, 0.023, 0.398], [-0.030, 0.512, 0.079], [0.002, 0.073, -0.332], [-0.139, -0.195, -0.334], [0.735, 1.033, -0.810], [0.201, -1.485, 0.401], [0.305, 0.653, 1.371], [-0.431, 0.052, -0.288], [1.047, -0.966, -0.149], [0.022, 0.402, -0.190], [-0.215, 0.232, 0.002], [-0.202, -0.447, 0.390], [-0.385, -0.049, -0.152], [-0.065, 0.398, 0.162], [-0.296, -0.250, -0.444], [-0.003, -0.194, -0.371], [-0.231, 0.316, 0.080], [-0.153, 0.082, 0.028], [-0.251, 0.332, -0.038], [-0.030, 0.000, -0.037], [-0.046, -0.050, 0.071], [0.521, 0.688, 1.625], [0.461, -1.357, -1.509], [-0.457, -0.851, 0.917], [0.112, 0.369, 0.424], [-0.233, -0.321, -0.288], [0.125, 0.181, 0.450], [-0.266, -0.232, -0.277], [0.027, -0.093, -0.310], [-0.183, -0.075, -0.028], [-0.596, 1.050, 0.174], [0.119, 0.624, -0.185], [0.123, -0.006, -0.598], [0.126, -0.017, -0.033], [0.086, 0.036, 0.070], [0.137, 0.162, -0.050], [0.108, -0.082, -0.189], [-0.283, -0.142, -0.197]],
  "mulliken_charge": [-0.4919, -0.4150, 0.1502, -1.1166, -0.4833, -0.6217, -0.8061, -0.0807, -0.7071, 0.2606, 0.2392, 0.0663, 0.2554, 0.4128, 0.3068, 0.4299, 0.3152, 0.4549, 0.2695, 0.4388, 0.4635, 0.3118, 0.0732, 0.3380, -0.8200, -0.3118, -0.3303, -0.1832, -0.1872, -0.4077, 0.3247, -0.5251, -0.6722, 0.2037, 0.2237, 0.3508, 0.1398, 0.3080, 0.1524, 0.3305, -0.0803, 0.0169, 0.4903, 0.0580, -0.0775, 0.3019, 0.3591, 0.1368, -1.3663, 0.9701, -0.8081, 0.0911, -1.1025, -0.7713, 0.4381, 0.3794, 0.0795, -0.0832, 0.3274, 0.3030, 0.3204, 0.3002, 0.4196, 0.2751, 0.2819, -1.3902, 0.4419, -0.7318, -0.3590, -0.5509, -0.7531, 0.3648, 0.3493, 0.2768, 0.3168, 0.3760, 0.3294, 0.2940, 0.2648, 0.1676, 0.2842, 0.3216, -1.2479, 0.4650, -0.7126, -0.2984, -0.7707, -0.5896, 0.4592, 0.4113, 0.0097, 0.2748, 0.3432, 0.3054, 0.3022, 0.3141, 0.2635, 0.2574, 0.2037, -1.8306, 1.0752, -0.8555, -0.2313, -0.7288, -0.5537, 0.3347, 0.3983, 0.4330, -0.0309, 0.3885, 0.3421, 0.2868, 0.1944, 0.3412, 0.3094, 0.2153],
  "e_tot_ev": -55550.6535,
  "gap_ev": 9.0,
  "relative_energy_kj_mol": 0.00,
  "homo_ha": -0.306,
  "smiles": "COC[C@H](C)N.COC[C@H](C)N.COC[C@H](C)N.COC[C@H](C)N.COCCNCCOC.COCCNCCOC"
}